Formula: C50H61BCl2F11N6O5S
Source: the OMol25 dataset
Level of theory: wB97M-V/def2-TZVPD

Results
Highest occupied orbital energy: -10.79 eV
Energy: -138453.898 eV
LUMO: -3.9 eV
Kohn-Sham gap: 6.937 eV
Total charge: +1

Cartesian coordinates (Å):
1 C -4.62484 2.05052 -0.02369
2 C -3.13876 1.91825 -0.56020
3 C -2.34197 1.19212 0.61843
4 N -0.91009 1.37202 0.41000
5 C 0.11157 0.37916 0.72138
6 N -0.52711 -0.48027 1.67485
7 C -0.79174 -1.86291 1.53306
8 O -0.15239 -2.78034 1.79342
9 F -2.11399 -2.18027 1.27624
10 C -0.86101 -0.17845 3.02637
11 O -0.44409 -0.81215 3.90587
12 F -1.60062 0.88373 3.46063
13 C 0.44737 -0.30594 -0.70579
14 C -0.91660 -0.69709 -1.43002
15 C -0.95057 -1.67221 -2.61431
16 C -2.51244 -1.76727 -2.96437
17 Cl -0.28105 -1.05145 -4.19080
18 C 1.54371 -1.41753 -0.59365
19 C 2.32815 -2.02776 -1.76992
20 N 3.55760 -2.61371 -1.07132
21 N 2.90773 -1.24275 -2.82595
22 N 1.77132 -3.28621 -2.38975
23 O 0.97442 0.59219 -1.67963
24 C 1.60606 1.79522 -1.38914
25 Cl 0.61508 3.18237 -2.06512
26 B 2.90686 1.87295 -2.42770
27 C 2.61564 2.11868 -3.99499
28 O 4.22940 1.68152 -2.06774
29 C 2.17201 1.88561 0.06019
30 C 2.96989 3.17826 0.44406
31 C 2.55963 4.61058 0.00797
32 C 3.33442 5.18552 -1.26358
33 O 2.44673 5.76142 -2.23352
34 N 1.36446 1.22483 1.21691
35 S 0.56316 2.68712 2.02834
36 C 2.20503 0.60741 2.27994
37 F 1.73279 1.10859 3.48824
38 F 2.08526 -0.73676 2.40306
39 C 3.72517 0.86317 2.53939
40 F 4.00377 1.91601 3.40274
41 F 4.64061 0.95831 1.53720
42 H -5.34651 1.84200 -0.83369
43 H -4.76856 1.23810 0.73214
44 H -4.80399 3.01950 0.50783
45 H -2.65750 2.91254 -0.67465
46 H -3.17694 1.30419 -1.48038
47 H -2.77689 0.17321 0.64829
48 H -2.73524 1.74168 1.51082
49 H -0.83980 1.78827 -0.51390
50 H -1.71528 -1.02804 -0.73365
51 H -1.31900 0.26508 -1.82931
52 H -0.72408 -2.73691 -2.41655
53 H -2.82996 -0.74265 -3.28215
54 H -3.11825 -2.04703 -2.07853
55 H -2.67302 -2.41641 -3.84893
56 H 1.24119 -2.31557 -0.00133
57 H 2.34341 -0.95282 0.04187
58 H 3.96958 -3.20734 -1.79738
59 H 3.16513 -3.29663 -0.41433
60 H 3.63603 -1.72022 -3.34570
61 H 2.28379 -0.69867 -3.40904
62 H 1.39155 -3.09900 -3.31468
63 H 1.09874 -3.73002 -1.76699
64 H 1.73348 1.54721 -4.36217
65 H 2.54524 3.20986 -4.18909
66 H 3.49275 1.70594 -4.55225
67 H 4.52384 0.75408 -2.08226
68 H 2.97917 1.10606 -0.06614
69 H 3.21869 3.24778 1.52818
70 H 3.98995 3.02640 0.00422
71 H 1.48911 4.83916 -0.16364
72 H 2.85322 5.32138 0.82179
73 H 3.98278 6.03942 -0.93869
74 H 4.02751 4.44474 -1.71442
75 H 1.71207 6.19060 -1.77063
76 H 0.29285 3.60772 1.06427
77 H 4.11808 0.02300 3.16516
78 F -2.33593 -6.55823 -1.22878
79 C -2.17740 -6.68223 0.10238
80 C -1.41072 -5.75377 0.77992
81 C -1.24996 -5.87642 2.15314
82 C -1.84865 -6.93156 2.83005
83 C -2.61309 -7.86109 2.13484
84 C -2.78399 -7.73373 0.76264
85 H -0.94476 -4.94243 0.23402
86 H -0.65754 -5.15007 2.69438
87 H -1.71911 -7.02893 3.90106
88 H -3.07645 -8.68575 2.66177
89 H -3.38298 -8.44307 0.20578
90 F -5.76872 4.76755 1.45891
91 C -4.92982 5.62561 2.06936
92 C -3.64006 5.21920 2.35883
93 C -2.77350 6.10601 2.98444
94 C -3.20932 7.38132 3.32115
95 C -4.50960 7.77332 3.02808
96 C -5.37490 6.89260 2.39329
97 H -3.32138 4.21731 2.09599
98 H -1.75823 5.80233 3.21060
99 H -2.53380 8.07049 3.81308
100 H -4.85013 8.76590 3.29447
101 H -6.38875 7.18366 2.14961
102 F -7.47840 1.38607 -1.51209
103 C -8.43331 1.41801 -0.55998
104 C -8.93768 0.22915 -0.06844
105 C -9.91687 0.26349 0.91527
106 C -10.38527 1.48406 1.38620
107 C -9.87155 2.67072 0.87861
108 C -8.88478 2.63904 -0.09745
109 H -8.56569 -0.71195 -0.45409
110 H -10.31511 -0.66112 1.31395
111 H -11.15237 1.50919 2.15056
112 H -10.23975 3.62163 1.24297
113 H -8.46615 3.55350 -0.49895
114 F 1.85523 -2.96579 -5.30774
115 C 2.51014 -3.92255 -6.00583
116 C 2.46204 -3.90237 -7.38590
117 C 3.13826 -4.88115 -8.10131
118 C 3.84351 -5.87125 -7.42763
119 C 3.87807 -5.88051 -6.03916
120 C 3.21131 -4.89628 -5.32129
121 H 1.90039 -3.12731 -7.89247
122 H 3.11483 -4.87240 -9.18368
123 H 4.36690 -6.63666 -7.98739
124 H 4.42417 -6.65457 -5.51462
125 H 3.23286 -4.88139 -4.23814
126 F 9.28990 -2.08179 7.29537
127 C 8.40228 -1.47348 6.49553
128 C 8.25069 -1.91519 5.19390
129 C 7.32826 -1.28806 4.36849
130 C 6.57778 -0.22226 4.85093
131 C 6.74382 0.21423 6.15917
132 C 7.65778 -0.41797 6.98986
133 H 8.85069 -2.74168 4.83494
134 H 7.19508 -1.62966 3.34907
135 H 5.86131 0.26979 4.20390
136 H 6.16124 1.04754 6.53236
137 H 7.79547 -0.09812 8.01480